No. 1
Molecular formula: C5H10CoO2
Method: DFT, the ωB97M-V functional and the def2-TZVPD basis

ORCA input file:
```
! RIJCOSX wB97M-V def2-TZVPD def2/J DEFGRID3
* xyz 2 6
C 0.704 2.509 0.550
O -0.375 1.669 0.168
C -0.576 0.503 0.918
C -1.867 -0.032 0.523
H 0.712 3.348 -0.153
H 0.564 2.839 1.588
H 1.659 1.971 0.465
H -0.287 0.570 1.972
H -2.746 0.599 0.697
H -1.988 -1.106 0.710
C 0.593 -2.761 -0.858
C 1.041 -1.392 -1.079
O 0.277 -0.734 -1.931
Co -1.229 0.192 -1.493
H 1.311 -3.524 -0.554
H -0.489 -2.866 -0.736
H 2.126 -1.317 -1.281
H 0.571 -0.468 0.495
*
```

Computed properties:
energy above the lowest of the compared OMol25 structures with the same formula, charge and spin = 29.6 kcal/mol
F_max = 0.08378 hartree/bohr
highest occupied orbital energy (alpha / beta) = -18.25 / -19.02 eV
frontier orbital gap (alpha / beta) = 8.80 / 6.47 eV

Atomic partial charges in e from the Mulliken method, atoms 1 to 8: atom 1 (C): -0.72, atom 2 (O): -0.25, atom 3 (C): -0.09, atom 4 (C): -0.55, atom 5 (H): 0.28, atom 6 (H): 0.34, atom 7 (H): 0.35, atom 8 (H): 0.49

***

No. 2
Molecular formula: C5H10CuO4
Method: DFT, the ωB97M-V functional and the def2-TZVPD basis

ORCA input file:
```
! RIJCOSX wB97M-V def2-TZVPD def2/J DEFGRID3
* xyz 0 2
O -3.254 -0.205 0.586
C -2.441 0.709 0.872
O -2.672 1.923 0.649
Cu -4.961 1.325 0.059
O -1.225 0.316 1.283
C -0.191 1.293 1.346
C 1.091 0.628 1.706
H -0.456 2.060 2.095
H -0.105 1.813 0.377
H 1.948 1.299 1.811
H 1.038 -0.169 2.454
O 2.098 -0.627 -0.046
H 1.673 -1.277 0.532
C 0.503 -1.088 -2.096
C 1.845 -1.419 -1.487
H 0.250 -1.812 -2.886
H -0.300 -1.110 -1.344
H 0.517 -0.077 -2.529
H 2.689 -1.088 -2.105
H 1.952 -2.494 -1.279
*
```

Computed properties:
energy above the lowest of the compared OMol25 structures with the same formula, charge and spin = 29.1 kcal/mol
F_max = 0.08928 hartree/bohr
highest occupied orbital energy (alpha / beta) = -7.20 / -9.20 eV
frontier orbital gap (alpha / beta) = 5.46 / 7.46 eV

Atomic partial charges in e from the Mulliken method, atoms 1 to 8: atom 1 (O): -0.75, atom 2 (C): 0.82, atom 3 (O): -0.71, atom 4 (Cu): 0.67, atom 5 (O): -0.26, atom 6 (C): -0.02, atom 7 (C): -1.09, atom 8 (H): 0.36

***

No. 3
Molecular formula: C5H10F2IO3P
Method: DFT, the ωB97M-V functional and the def2-TZVPD basis

ORCA input file:
```
! RIJCOSX wB97M-V def2-TZVPD def2/J DEFGRID3
* xyz 0 1
C 1.373 -2.201 -1.946
C 0.108 1.602 2.595
C -0.045 -1.999 -1.516
C -0.466 1.357 1.183
C -4.783 1.320 -0.521
O -0.949 -1.831 2.303
O -0.163 -2.277 -0.036
O -0.025 0.142 0.759
F -4.236 2.417 -0.031
F -4.607 1.430 -1.843
P -0.863 -1.271 0.951
I -3.158 -0.792 0.176
H 1.400 -2.191 -3.122
H 2.042 -1.434 -1.498
H 1.584 -3.181 -1.609
H -0.300 2.531 3.023
H -0.236 0.669 3.187
H 1.273 1.689 2.544
H -0.712 -2.709 -1.958
H -0.392 -0.932 -1.815
H -0.180 2.134 0.482
H -1.546 1.401 1.283
*
```

Computed properties:
energy above the lowest of the compared OMol25 structures with the same formula, charge and spin = 34.6 kcal/mol
F_max = 0.08389 hartree/bohr
highest occupied orbital energy = -9.75 eV
frontier orbital gap = 9.29 eV

Atomic partial charges in e from the Mulliken method, atoms 1 to 8: atom 1 (C): -1.06, atom 2 (C): -0.96, atom 3 (C): -0.20, atom 4 (C): -0.20, atom 5 (C): 0.02, atom 6 (O): -0.69, atom 7 (O): -0.27, atom 8 (O): -0.22

***

No. 4
Molecular formula: C5H10F3NO
Method: DFT, the ωB97M-V functional and the def2-TZVPD basis

ORCA input file:
```
! RIJCOSX wB97M-V def2-TZVPD def2/J DEFGRID3
* xyz 0 1
C 1.793 0.673 -0.809
C 0.756 -0.306 -0.060
C 1.186 -0.472 1.410
C -0.657 0.293 -0.328
N -0.976 1.491 0.397
F -1.674 2.382 -0.361
C -1.784 -0.758 -0.239
O -1.546 -1.657 -1.166
F -1.839 -1.321 1.026
F -2.980 -0.196 -0.332
H 1.825 1.637 -0.236
H 2.654 0.176 -0.726
H 1.343 0.816 -1.759
H 0.979 -1.400 -0.423
H 1.157 0.485 2.043
H 0.593 -1.102 2.114
H 2.179 -0.911 1.382
H -0.698 0.541 -1.385
H -0.041 1.883 0.603
H -2.270 -2.253 -1.151
*
```

Computed properties:
energy above the lowest of the compared OMol25 structures with the same formula, charge and spin = 62.6 kcal/mol
structure (SMILES) = CC(C)[C@H](NF)C(O)(F)F
F_max = 0.10635 hartree/bohr
highest occupied orbital energy = -9.86 eV
frontier orbital gap = 10.65 eV

Atomic partial charges in e from the Mulliken method, atoms 1 to 8: atom 1 (C): -1.48, atom 2 (C): 0.41, atom 3 (C): -1.26, atom 4 (C): -0.10, atom 5 (N): -0.41, atom 6 (F): -0.20, atom 7 (C): 0.53, atom 8 (O): -0.47

***

No. 5
Molecular formula: C5H10F9N2OSn
Method: DFT, the ωB97M-V functional and the def2-TZVPD basis

ORCA input file:
```
! RIJCOSX wB97M-V def2-TZVPD def2/J DEFGRID3
* xyz 1 1
C -0.639 3.263 -2.291
Sn -0.237 1.520 0.140
N -0.341 0.187 1.710
N -0.011 3.358 1.439
H 0.569 -0.279 1.835
H -1.189 2.643 -1.569
H -0.899 3.022 -3.331
H 0.451 3.128 -2.162
H -1.131 4.322 -2.186
H 0.826 3.323 2.038
H -0.807 3.542 2.065
H 0.091 4.217 0.880
H -0.598 0.591 2.622
H -1.026 -0.556 1.506
F -1.465 -1.929 -1.775
C -0.125 -2.201 -1.559
F 0.104 -3.533 -1.859
F 0.606 -1.429 -2.447
C 0.263 -1.856 -0.087
O 0.055 -0.454 0.007
C -0.579 -2.785 0.872
F -0.348 -4.120 0.588
F -0.240 -2.599 2.202
F -1.936 -2.555 0.719
C 1.787 -2.140 0.114
F 2.091 -3.463 -0.155
F 2.542 -1.342 -0.728
F 2.184 -1.875 1.412
*
```

Computed properties:
energy above the lowest of the compared OMol25 structures with the same formula, charge and spin = 115.0 kcal/mol
F_max = 0.17887 hartree/bohr
highest occupied orbital energy = -12.97 eV
frontier orbital gap = 7.72 eV

Atomic partial charges in e from the Mulliken method, atoms 1 to 8: atom 1 (C): -0.85, atom 2 (Sn): 0.70, atom 3 (N): -0.51, atom 4 (N): -0.81, atom 5 (H): 0.35, atom 6 (H): 0.13, atom 7 (H): 0.33, atom 8 (H): 0.22

***

No. 6
Molecular formula: C5H10FNO
Method: DFT, the ωB97M-V functional and the def2-TZVPD basis

ORCA input file:
```
! RIJCOSX wB97M-V def2-TZVPD def2/J DEFGRID3
* xyz 0 1
C 2.185 -1.097 0.026
O 0.896 -0.870 -0.596
C -0.228 -1.060 0.192
C -1.507 -0.712 -0.471
F -2.632 -1.491 -0.331
C -1.013 0.147 0.652
C -0.598 1.579 0.497
N -0.114 2.019 -0.791
H 2.069 -1.563 1.018
H 2.741 -1.732 -0.653
H 2.739 -0.164 0.134
H -0.205 -1.940 0.827
H -1.412 -0.400 -1.528
H -1.538 -0.065 1.608
H 0.105 1.848 1.275
H -1.487 2.154 0.739
H 0.756 1.564 -1.077
H -0.757 1.784 -1.522
*
```

Computed properties:
energy above the lowest of the compared OMol25 structures with the same formula, charge and spin = 35.4 kcal/mol
structure (SMILES) = CO[C@@H]1[C@@H](F)[C@@H]1CN
F_max = 0.02848 hartree/bohr
highest occupied orbital energy = -9.16 eV
frontier orbital gap = 10.11 eV

Atomic partial charges in e from the Mulliken method, atoms 1 to 8: atom 1 (C): -0.73, atom 2 (O): -0.39, atom 3 (C): -0.23, atom 4 (C): 0.00, atom 5 (F): -0.32, atom 6 (C): -0.04, atom 7 (C): -0.93, atom 8 (N): -0.66